{"formula": "C28H32BrF5InN8O4PTe", "method": "ωB97M-V with the def2-TZVPD basis set", "symbols": ["In", "O", "C", "N", "C", "C", "C", "C", "C", "C", "N", "C", "C", "C", "C", "C", "N", "H", "H", "H", "H", "H", "H", "H", "H", "H", "H", "C", "C", "C", "C", "C", "Br", "N", "C", "H", "H", "H", "H", "H", "H", "O", "C", "C", "C", "C", "O", "N", "H", "H", "H", "H", "C", "N", "C", "N", "C", "N", "C", "P", "C", "C", "H", "H", "H", "H", "H", "H", "H", "H", "H", "H", "H", "H", "F", "Te", "F", "F", "F", "F", "O"], "xyz": [[0.007, 0.382, 0.383], [3.934, -1.198, 0.968], [2.897, -0.745, 0.487], [1.868, -0.275, 1.167], [2.024, -0.034, 2.567], [1.468, 1.321, 2.917], [1.667, 1.885, 4.173], [1.146, 3.140, 4.436], [0.436, 3.795, 3.440], [0.277, 3.160, 2.222], [0.787, 1.962, 1.975], [2.776, -0.629, -1.005], [3.812, -1.148, -1.778], [3.794, -0.956, -3.146], [2.734, -0.251, -3.698], [1.754, 0.234, -2.848], [1.773, 0.057, -1.533], [3.090, -0.078, 2.831], [1.505, -0.804, 3.157], [2.221, 1.343, 4.927], [1.291, 3.602, 5.401], [-0.007, 4.763, 3.607], [-0.281, 3.622, 1.416], [4.608, -1.666, -1.268], [4.596, -1.335, -3.761], [2.665, -0.087, -4.762], [0.908, 0.776, -3.249], [1.666, 5.617, -1.742], [0.681, 4.505, -1.913], [-0.481, 4.650, -2.665], [-1.359, 3.586, -2.793], [-1.024, 2.399, -2.166], [-2.104, 0.872, -2.357], [0.070, 2.247, -1.444], [0.890, 3.273, -1.300], [1.448, 6.435, -2.423], [2.680, 5.266, -1.926], [1.622, 5.997, -0.723], [-0.704, 5.592, -3.146], [-2.282, 3.676, -3.343], [1.755, 3.088, -0.669], [-1.970, 1.598, 3.022], [-1.828, 0.363, 3.111], [-2.564, -0.470, 4.132], [-2.172, -1.887, 3.749], [-1.240, -1.681, 2.565], [-0.756, -2.560, 1.883], [-1.041, -0.355, 2.331], [-3.629, -0.262, 4.011], [-2.285, -0.186, 5.147], [-3.029, -2.477, 3.423], [-1.654, -2.429, 4.540], [0.684, -4.510, -2.463], [0.398, -4.740, -1.061], [-0.988, -5.161, -0.918], [-1.942, -4.230, -1.497], [-1.601, -4.006, -2.891], [-0.229, -3.557, -3.069], [-0.035, -2.239, -2.512], [-0.382, -2.135, -0.659], [0.712, -3.602, -0.238], [-2.032, -3.006, -0.736], [0.600, -5.461, -2.999], [1.710, -4.139, -2.558], [-1.213, -5.285, 0.143], [-1.106, -6.126, -1.421], [-2.268, -3.252, -3.319], [-1.727, -4.951, -3.429], [-0.674, -1.532, -3.052], [1.012, -1.979, -2.672], [0.568, -3.870, 0.807], [1.755, -3.319, -0.391], [-2.771, -2.335, -1.192], [-2.352, -3.240, 0.283], [-2.635, 3.727, 2.222], [-2.992, 2.077, 1.218], [-4.452, 2.064, 2.491], [-4.455, 1.694, -0.023], [-3.420, 0.122, 1.366], [-3.074, 3.607, -0.075], [-1.534, 1.686, 0.319]], "forces_ev_per_angstrom": [[0.928, -0.775, -0.313], [0.281, -0.109, -0.093], [0.191, -0.141, 0.412], [-0.494, 0.181, -0.124], [0.300, -0.294, 0.185], [0.230, 0.195, 0.464], [-0.071, -0.038, -0.112], [-0.069, -0.038, -0.168], [0.065, -0.060, -0.101], [0.062, 0.588, 0.209], [0.097, -0.123, -0.216], [0.766, -0.179, -0.465], [-0.074, -0.065, 0.081], [-0.167, 0.086, 0.096], [0.069, 0.003, 0.140], [-0.002, 0.166, -0.400], [-0.104, -0.079, 0.328], [-0.203, -0.018, 0.034], [0.113, 0.098, 0.063], [0.060, -0.057, 0.011], [-0.005, 0.016, 0.068], [-0.055, 0.089, -0.016], [-0.041, 0.007, 0.054], [0.058, -0.040, 0.025], [0.052, -0.066, -0.109], [-0.040, 0.069, -0.063], [-0.051, 0.050, 0.001], [-0.002, -0.020, 0.112], [-0.134, -0.122, -0.043], [0.141, -0.262, 0.197], [-0.027, -0.122, 0.050], [0.251, 0.338, -0.280], [-0.291, -0.151, -0.548], [-0.342, -0.256, 0.128], [0.161, 0.338, -0.157], [0.033, 0.087, -0.032], [0.068, 0.047, -0.011], [0.060, 0.109, 0.053], [-0.008, 0.073, -0.027], [-0.039, -0.031, -0.047], [0.076, 0.081, -0.049], [-0.261, 0.622, -0.237], [0.241, -1.656, 0.928], [-0.095, 0.151, 0.052], [-0.049, -0.030, -0.009], [-0.328, -0.436, 0.523], [0.008, -0.194, 0.386], [0.597, 0.368, -0.509], [0.091, 0.031, 0.001], [0.057, 0.071, -0.080], [0.092, -0.067, 0.010], [-0.007, -0.060, -0.082], [0.039, -0.129, -0.127], [0.132, -0.496, -0.124], [-0.030, -0.206, 0.073], [-0.371, -0.302, -0.146], [0.062, -0.098, -0.110], [-0.010, -0.237, -0.445], [0.034, 0.318, 0.259], [-0.121, -0.018, -0.759], [0.027, 0.408, 0.426], [0.004, 0.420, 0.346], [-0.002, 0.051, 0.035], [-0.083, -0.046, -0.045], [-0.006, -0.038, 0.004], [0.021, 0.048, 0.037], [-0.046, -0.114, 0.036], [-0.024, 0.098, 0.009], [0.180, 0.061, 0.096], [-0.161, 0.056, -0.014], [0.096, 0.162, -0.084], [0.029, 0.043, 0.044], [0.104, -0.064, 0.122], [-0.018, 0.130, -0.163], [0.087, -1.045, -0.580], [-5.819, 2.258, 0.548], [0.901, 0.319, -0.948], [1.017, 0.360, 0.683], [0.690, 0.693, 0.106], [0.089, -0.912, 0.769], [0.989, -0.097, -0.371]], "de_lowest_kj_mol": 188.5, "total_charge": 0, "gap_ev": 7.628, "homo_ev": -8.4, "lumo_ev": -0.7632, "total_energy_ev": -155053.7550}